Entry 1:
Molecular formula: C40H59N4O3SSiSr
Method: DFT, wB97M-V/def2-TZVPD

As for the charge: +1. Its energy above the lowest of the compared OMol25 structures with the same formula, charge and spin is 327.2 kcal/mol. For the LUMO energy, the calculation gives -0.1729 Eh. The HOMO-LUMO gap is 5.2 eV. For the total energy, the calculation gives -2722.4156 a.u.

Geometry as XYZ:
```
109
Properties=species:S:1:pos:R:3:forces:R:3
Sr 0.06129 0.02864 -0.11712 16.3 -0.8 -6.5
C -1.05603 0.45085 3.10268 -0.2 -0.2 -0.1
N -0.69822 0.36338 1.66600 -3.7 0.9 5.7
C -1.38504 -0.79106 1.04898 -3.9 -2.8 3.7
C -2.02051 -0.43631 -0.27057 -7.0 -4.7 -0.8
C -3.45206 -0.44940 -0.17207 1.0 0.2 -0.2
C -4.20657 -0.38156 -1.30988 0.0 -0.2 0.0
C -3.52889 -0.42261 -2.52574 -0.2 -0.2 0.0
C -2.16801 -0.71538 -2.52326 0.4 0.0 -0.4
N -1.41960 -0.79269 -1.43669 -3.1 -1.1 -1.1
C -1.46391 1.38515 0.98247 -2.1 3.7 2.4
C -1.62987 1.45200 -0.53368 -2.0 6.6 -0.9
C -2.85181 2.11551 -0.89048 0.6 -0.6 0.3
C -2.97910 2.81751 -2.06080 0.0 0.1 0.1
C -1.86823 2.96867 -2.87220 -0.2 0.3 -0.2
C -0.68327 2.45222 -2.41264 1.1 -0.4 0.3
N -0.54204 1.76768 -1.27395 -1.4 1.9 -1.2
C -0.70021 -0.81635 3.84252 0.0 0.0 -0.2
C -1.57344 -1.33614 4.79027 0.2 0.0 -0.1
C -1.17629 -2.46102 5.49818 0.0 0.1 -0.1
C 0.06054 -3.01838 5.21690 0.0 -0.1 0.0
C 0.82192 -2.46834 4.19756 0.1 0.2 -0.2
N 0.44600 -1.39551 3.50018 0.1 0.1 0.3
H -2.14027 0.58711 3.17780 0.0 0.1 0.2
H -0.58273 1.34021 3.51938 0.2 -0.1 0.0
H -2.17686 -1.10614 1.71714 -0.1 -0.2 0.0
H -0.73034 -1.64012 0.90118 -0.2 -0.7 0.7
H -3.87686 -0.32109 0.81052 -0.3 -0.3 0.0
H -5.28237 -0.27745 -1.24792 0.0 0.0 -0.1
H -4.05181 -0.31514 -3.46679 0.0 0.0 0.0
H -1.61495 -0.87536 -3.44393 -0.2 0.0 -0.1
H -1.21287 2.39671 1.31747 0.6 -0.2 0.0
H -2.49079 1.29245 1.33948 -0.2 0.0 -0.1
H -3.66895 2.04831 -0.19044 -0.3 0.0 -0.1
H -3.92816 3.27821 -2.30417 0.0 0.0 0.0
H -1.92851 3.53110 -3.79296 0.1 -0.1 0.0
H 0.27426 2.60600 -2.89790 -0.1 0.1 -0.3
H -2.53671 -0.86866 4.94916 0.0 0.0 0.1
H -1.82538 -2.89527 6.24705 0.0 0.0 0.0
H 0.41463 -3.88346 5.76047 0.0 0.0 0.0
H 1.77867 -2.88798 3.90754 0.0 -0.1 0.1
C 2.20160 -3.35574 0.76329 -0.1 -0.4 -0.2
C 1.23726 -3.94036 -0.27764 0.1 -0.3 0.4
C 1.60830 -5.40226 -0.55015 0.0 0.1 -0.3
C -0.20974 -3.86683 0.16976 -0.1 0.3 -0.2
C -0.58790 -4.08181 1.49621 0.1 -0.1 0.1
C -1.89406 -3.90921 1.90929 -0.2 0.0 -0.1
C -2.89366 -3.51415 1.01688 0.2 0.3 0.0
C -4.27376 -3.20489 1.54111 0.2 -0.1 0.0
C -2.52417 -3.29135 -0.30802 0.0 -0.8 0.4
C -1.21909 -3.51052 -0.72817 0.3 -0.1 0.2
H 3.22414 -3.51992 0.42574 0.0 0.1 0.0
H 2.08942 -3.87482 1.71721 0.1 0.1 0.0
H 2.06369 -2.28491 0.88244 0.0 0.1 0.2
H 1.34813 -3.33600 -1.18216 -0.1 -0.1 -0.1
H 1.55916 -5.98174 0.37453 0.0 0.0 0.0
H 2.62361 -5.46722 -0.94560 0.0 0.0 0.0
H 0.93081 -5.85982 -1.27328 0.0 0.0 0.0
H 0.15321 -4.35287 2.23463 0.0 0.0 0.0
H -2.14926 -4.01904 2.95765 0.0 -0.1 0.0
H -4.22974 -2.37923 2.26009 -0.1 0.0 0.0
H -4.68493 -4.05981 2.07812 -0.1 0.0 -0.1
H -4.95511 -2.92816 0.73935 -0.1 0.0 0.0
H -3.24372 -2.90915 -1.01320 -0.2 -0.2 -0.1
H -0.96458 -3.32296 -1.76424 0.1 -0.1 0.0
C 1.83124 -0.40034 -4.15255 0.3 0.1 0.1
C 2.86822 0.63220 -4.58678 0.3 0.0 0.4
C 3.98039 -0.04598 -5.37614 0.0 0.1 0.1
C 2.19916 1.74793 -5.37410 0.1 -0.1 0.0
O 3.46902 1.27120 -3.43845 -0.1 0.1 0.1
Si 3.97194 0.78444 -1.95482 -0.6 -0.5 0.7
S 2.27849 -0.06930 -0.88061 4.7 0.1 -1.8
O 5.20585 -0.27162 -2.11735 0.0 0.2 -0.2
C 5.67236 -1.44905 -1.40541 -0.8 0.5 -0.1
C 5.53268 -1.20191 0.09845 0.5 -0.1 -0.4
C 7.10837 -1.64817 -1.83566 0.0 0.0 0.0
C 4.74378 -2.58262 -1.85458 0.7 0.1 0.0
O 4.53122 2.08324 -1.13187 0.0 -0.1 -0.2
C 3.95808 3.07438 -0.25240 -0.2 -0.5 -0.2
C 3.74062 2.42817 1.12039 0.4 0.4 -0.2
C 4.98194 4.19154 -0.17066 0.0 0.0 -0.1
C 2.63622 3.56296 -0.84661 0.5 0.3 0.1
H 1.35567 -0.81784 -5.04275 -0.1 0.0 0.1
H 1.11732 0.05546 -3.46851 -0.3 0.1 -0.2
H 2.31489 -1.18354 -3.56718 0.0 -0.2 -0.2
H 3.57658 -0.57841 -6.23952 0.0 0.0 0.0
H 4.49682 -0.74755 -4.71914 0.0 0.0 -0.1
H 4.70302 0.69596 -5.71946 0.0 0.0 0.0
H 1.81460 1.36744 -6.32218 0.0 0.0 0.0
H 2.91454 2.54523 -5.57655 0.0 0.0 0.0
H 1.37494 2.15750 -4.78697 0.0 0.1 -0.1
H 6.17670 -0.36484 0.37817 -0.1 0.0 0.1
H 5.85906 -2.08743 0.64937 -0.1 0.0 0.1
H 4.49407 -0.96433 0.31088 0.0 0.0 0.3
H 7.70121 -0.77486 -1.56037 0.0 0.0 0.0
H 7.16388 -1.76946 -2.91844 0.0 0.0 0.0
H 7.53369 -2.53200 -1.35575 0.0 0.0 0.0
H 3.73770 -2.29865 -1.55532 -0.2 -0.3 0.0
H 5.06132 -3.52900 -1.40777 -0.2 0.0 0.1
H 4.80526 -2.68787 -2.94012 -0.1 0.0 0.0
H 4.60328 1.79604 1.33655 0.0 0.0 0.1
H 2.85194 1.80775 1.10923 -0.1 -0.1 0.1
H 3.67601 3.20426 1.88667 -0.1 -0.1 0.0
H 5.93464 3.79155 0.17971 0.0 0.0 0.0
H 4.64556 4.97233 0.51377 0.0 0.0 0.0
H 5.14197 4.62509 -1.15917 0.0 0.0 0.0
H 1.94853 2.72378 -0.89761 -0.2 0.0 -0.1
H 2.82575 3.95882 -1.84683 -0.1 0.0 0.0
H 2.22757 4.36058 -0.21964 -0.1 -0.1 0.0
```
Positions in Å, forces in eV/Å.

Löwdin atomic charge list, values in e, 2 entries: 1.366 -0.074


Entry 2:
Molecular formula: C10H21NS
Method: DFT, wB97M-V/def2-TZVPD

As for the charge: 0. Its energy above the lowest of the compared OMol25 structures with the same formula, charge and spin is 31.8 kcal/mol. For the LUMO energy, the calculation gives 0.0242 Eh. The HOMO-LUMO gap is 8.6 eV. For the total energy, the calculation gives -846.4029 a.u. The structure (SMILES) is CC(C)SC(C)C.CC#N.C=C.

Geometry as XYZ:
```
33
Properties=species:S:1:pos:R:3:forces:R:3
C 2.37985 2.76052 -1.33836 0.0 -2.9 -1.8
C 1.70258 1.76041 -1.83771 1.5 0.0 -0.8
C -3.47461 0.55279 -0.57439 1.2 0.9 -0.9
C -4.46060 1.11442 0.26924 -1.7 0.0 2.8
C 0.54136 1.26675 2.23808 -0.6 0.1 0.4
C 2.23590 -0.15303 1.19579 2.1 -3.3 2.9
C -0.46021 -1.82251 -1.93834 2.1 -3.8 -1.9
C 0.10612 -3.01468 0.36826 -1.8 0.3 -0.4
C 0.76156 -0.14874 1.72395 2.3 2.3 -4.2
C 0.30450 -1.90983 -0.64327 -0.9 2.9 1.5
N -2.57576 0.43510 -1.27670 -0.4 -0.6 -0.5
S -0.26097 -0.23356 0.20646 0.2 -1.3 -0.1
H 3.37552 2.78487 -1.46673 3.5 0.5 -0.6
H 1.95939 3.48004 -0.82688 -2.2 3.5 2.9
H 0.71527 1.72951 -1.53346 -2.1 -0.8 -0.3
H 2.23848 1.08011 -2.50739 -0.7 -0.3 0.4
H -4.33957 2.19300 0.42945 0.6 -0.3 -0.1
H -4.49148 0.61277 1.31344 0.0 0.7 -1.8
H -5.44521 1.08110 -0.18335 -0.2 -0.5 0.0
H -0.56283 1.48891 2.05238 1.4 0.3 0.6
H 0.76100 1.16060 3.35560 -0.2 1.1 -1.4
H 1.22281 1.99286 1.62774 -1.4 -1.1 1.5
H 2.36474 0.53728 0.45436 -0.3 2.0 -1.9
H 2.66018 -1.13081 0.67714 -1.0 1.6 1.6
H 3.01391 0.20932 2.00200 -1.4 -1.1 -1.1
H -0.14617 -2.63633 -2.76948 -0.7 1.2 2.2
H -1.47580 -1.83768 -1.80532 -2.7 -0.8 0.6
H -0.40298 -0.96404 -2.51947 1.1 2.2 -0.4
H 0.81932 -3.12542 1.19871 0.0 0.5 -0.5
H 0.12329 -3.92968 -0.22246 -0.4 -0.5 0.4
H -0.90929 -2.72560 0.78395 0.9 -1.3 -0.2
H 0.40828 -0.89831 2.32056 -0.2 -1.9 2.0
H 1.31142 -1.71017 -0.77381 2.1 0.2 -0.7
```
Positions in Å, forces in eV/Å.

Löwdin atomic charge list, values in e, 2 entries: -0.055 -0.064


Q: Which formula does entry 2 have?
A: C10H21NS


Q: The highest total energy belongs to which entry?
A: C10H21NS


Q: The highest LUMO belongs to which entry?
A: C10H21NS